C37H72BINO12 | ωB97M-V/def2-TZVPD

```
124
Properties=species:S:1:pos:R:3:forces:R:3:mulliken_charge:R:1
C 1.997 1.278 0.059 -0.38 -0.61 -0.22 -0.338
C 1.184 2.671 0.351 0.17 -0.93 1.02 -0.322
C -0.310 2.737 -0.399 1.73 1.08 -0.04 -0.199
N -0.667 1.407 -1.022 -0.53 1.09 -0.07 0.738
C -2.123 1.309 -1.421 -1.26 1.96 -1.37 0.113
C -2.132 0.817 -2.982 0.84 -0.15 -0.85 -1.788
C -1.415 -0.630 -3.268 -0.70 -0.60 0.33 0.077
C -2.566 -1.611 -3.922 -0.20 -0.14 0.32 -0.791
C -2.351 -3.213 -3.599 -1.17 -0.05 -2.19 -0.457
C -3.842 -3.920 -3.871 -0.13 0.35 0.95 -0.411
C -3.933 -5.469 -3.343 -0.57 0.81 -1.65 -0.516
O -5.392 -5.751 -3.141 1.94 -1.40 1.78 -0.259
C -5.582 -6.882 -2.218 -0.58 -1.27 0.78 -0.557
O -2.797 2.650 -1.457 2.62 -1.51 0.58 -1.091
B -4.260 2.539 -1.307 0.08 0.36 -1.97 2.300
C -5.114 3.692 -0.511 -0.90 0.45 1.00 -0.789
C -6.731 3.364 -0.785 1.18 -0.03 0.80 0.680
C -7.723 4.163 0.259 -0.69 -0.31 -0.63 -1.156
O -7.081 3.700 -2.182 -1.31 -2.05 0.85 -0.541
O -4.456 1.109 -1.002 1.91 -3.36 2.72 -1.200
C -3.199 0.611 -0.350 -0.95 1.40 -3.04 0.431
C -3.122 -1.006 -0.098 -0.70 -0.62 -0.63 0.541
C -4.539 -1.653 0.512 0.18 -0.88 -0.61 -0.062
C -4.786 -3.175 -0.133 1.98 -0.23 1.66 -0.552
I -6.847 -3.485 -0.795 0.91 0.19 0.29 -0.064
O -3.097 1.547 0.787 0.50 -3.53 4.43 -0.046
C -2.852 0.856 2.060 4.66 -0.95 1.14 0.424
O -1.603 0.519 2.389 -7.50 1.86 -1.62 -0.638
C -4.115 0.543 3.102 -2.78 -0.24 1.09 -0.001
C -3.913 -0.110 4.606 -4.43 1.17 -2.37 -0.363
C -5.313 -0.388 5.462 -0.09 1.17 -3.25 -0.363
C -6.824 -0.060 4.886 2.97 0.98 -2.73 -0.341
C -7.024 0.607 3.380 5.05 -0.99 1.61 -0.443
C -5.644 0.892 2.523 0.00 -1.29 2.96 -0.002
H 3.033 1.194 0.598 -1.91 0.47 -0.97 0.173
H 1.349 0.341 0.409 1.31 2.17 -0.82 0.141
H 2.182 1.153 -1.100 -0.29 0.21 2.23 -0.120
H 1.872 3.577 0.074 -1.42 -1.57 0.36 0.219
H 1.015 2.714 1.531 0.35 -0.04 -2.52 0.192
H -1.048 3.121 0.422 1.14 -0.94 -2.13 0.075
H -0.155 3.508 -1.296 -0.76 -1.20 2.14 0.215
H -0.021 1.332 -1.864 -1.64 -0.04 1.32 -0.001
H -1.496 1.625 -3.589 -1.47 -1.45 1.55 0.165
H -3.182 0.789 -3.497 1.84 0.29 1.47 0.371
H -1.042 -1.115 -2.246 -0.71 1.05 -2.18 0.265
H -0.486 -0.545 -3.990 -1.89 -0.16 1.42 0.232
H -2.649 -1.400 -5.094 0.28 -0.66 2.49 0.381
H -3.646 -1.341 -3.493 2.43 -0.33 -0.71 0.146
H -1.658 -3.652 -4.462 -1.03 0.78 2.23 0.377
H -1.949 -3.437 -2.522 -0.74 0.51 -2.09 0.220
H -4.650 -3.299 -3.257 1.64 -1.37 -1.22 0.031
H -4.158 -3.816 -5.010 0.82 -0.36 2.38 0.417
H -3.298 -5.607 -2.369 -1.30 0.11 -1.78 0.276
H -3.602 -6.170 -4.235 -0.20 1.15 2.05 0.304
H -4.654 -7.089 -1.522 -1.63 0.62 -1.44 0.245
H -5.817 -7.913 -2.771 0.62 2.25 0.81 0.239
H -6.503 -6.721 -1.479 1.92 0.13 -1.79 0.167
H -4.680 2.612 -2.426 -0.63 0.15 -0.93 -0.561
H -4.914 3.648 0.644 -0.61 0.28 -1.74 0.110
H -4.826 4.780 -0.883 -0.79 -2.14 0.67 0.166
H -6.849 2.187 -0.673 0.18 2.41 -0.01 -0.021
H -8.470 3.369 0.717 1.44 1.70 -0.61 0.189
H -7.147 4.744 1.101 -1.12 -1.29 -1.68 0.263
H -8.394 4.922 -0.367 1.55 -1.54 1.34 0.297
H -7.666 2.927 -2.498 1.52 1.94 0.69 0.330
H -2.170 -1.362 0.514 -2.06 1.13 -1.13 0.329
H -3.006 -1.526 -1.166 -0.24 1.52 2.16 -0.767
H -5.459 -1.018 0.166 1.99 -0.89 0.94 0.121
H -4.485 -1.827 1.680 -0.28 0.74 -2.46 0.072
H -4.030 -3.440 -0.986 -1.71 0.64 1.34 -0.023
H -4.585 -3.966 0.737 -0.63 1.61 -2.03 0.481
H -2.835 -0.369 4.988 -2.49 0.58 -0.77 0.338
H -5.194 -0.881 6.517 -0.37 1.11 -2.27 0.270
H -7.805 -0.293 5.496 2.44 0.45 -1.16 0.270
H -8.056 0.883 2.898 2.26 -0.69 1.22 0.306
H -5.730 1.346 1.428 0.38 -1.04 2.50 0.109
C 5.595 3.230 4.587 0.18 -0.05 -0.04 -0.699
O 6.847 2.885 3.999 -0.38 -0.31 -0.11 -0.436
C 6.857 1.553 3.476 0.29 0.46 -0.29 -0.294
C 6.636 1.545 1.960 -0.54 -0.14 0.29 -0.620
O 5.330 2.020 1.619 0.59 0.29 0.19 -0.224
C 5.341 3.386 1.206 -0.31 -0.21 -0.01 -0.806
H 5.556 4.314 4.697 0.10 -0.03 -0.02 0.259
H 4.749 2.908 3.972 0.09 0.00 0.02 0.273
H 5.520 2.774 5.578 -0.13 -0.02 0.05 0.310
H 6.112 0.930 3.987 -0.03 0.12 -0.14 0.316
H 7.845 1.132 3.690 -0.01 -0.03 -0.02 0.305
H 6.706 0.513 1.602 0.02 0.00 0.02 0.375
H 7.409 2.131 1.446 -0.08 0.00 0.16 0.344
H 5.691 3.449 0.173 0.06 0.12 -0.05 0.304
H 5.971 4.005 1.850 0.02 -0.07 0.00 0.410
H 4.314 3.760 1.254 0.13 -0.16 -0.03 0.173
C 2.317 1.103 -4.277 -0.19 0.07 -0.09 -0.985
O 1.668 1.418 -5.507 0.55 0.23 -0.04 -0.294
C 2.256 2.547 -6.162 -0.25 -0.50 -0.24 -0.589
C 3.211 2.112 -7.278 0.21 0.20 0.50 -0.478
O 4.344 1.412 -6.755 -0.48 -0.26 -0.13 -0.379
C 4.207 -0.003 -6.870 0.24 0.24 0.13 -0.697
H 2.025 0.095 -3.985 -0.09 0.03 -0.05 0.332
H 3.407 1.142 -4.365 -0.07 0.02 -0.03 0.514
H 1.988 1.802 -3.503 0.08 0.01 0.11 0.311
H 2.765 3.195 -5.437 0.05 -0.13 -0.10 0.339
H 1.437 3.122 -6.604 0.04 -0.01 0.00 0.377
H 3.591 3.007 -7.782 -0.02 -0.01 0.01 0.372
H 2.690 1.502 -8.028 -0.01 0.03 0.18 0.310
H 4.428 -0.307 -7.896 -0.06 -0.13 -0.06 0.326
H 3.207 -0.344 -6.590 0.02 0.07 -0.02 0.280
H 4.937 -0.468 -6.200 -0.08 0.14 -0.11 0.245
C 7.228 -2.283 4.143 0.14 0.11 0.00 -0.557
O 8.486 -1.903 4.695 -0.35 -0.08 0.37 -0.374
C 8.375 -1.450 6.048 0.43 -0.31 -0.19 -0.340
C 8.762 -2.551 7.041 -0.57 0.11 -0.05 -0.677
O 7.846 -3.648 6.989 0.47 0.09 -0.36 -0.377
C 8.345 -4.733 6.208 -0.30 0.05 0.20 -0.707
H 7.413 -2.875 3.247 0.09 0.06 0.02 0.251
H 6.635 -2.879 4.843 0.07 0.06 -0.02 0.351
H 6.668 -1.386 3.862 -0.13 -0.05 -0.01 0.126
H 7.364 -1.073 6.250 0.08 -0.15 0.02 0.326
H 9.071 -0.612 6.163 -0.02 -0.03 0.02 0.386
H 8.714 -2.140 8.055 0.00 0.01 -0.03 0.393
H 9.791 -2.894 6.868 -0.14 0.06 -0.10 0.329
H 9.071 -5.300 6.797 0.11 -0.08 -0.07 0.320
H 8.807 -4.393 5.278 -0.01 0.04 0.06 0.308
H 7.503 -5.388 5.964 0.10 0.14 0.10 0.247
```
Forces are in eV/Å.

The electronic energy is -74354.60631 eV. The net charge is -1. The highest occupied orbital energy comes out at -4.0 eV. Its orbital gap is 5.470 eV.